# 1
{
  "formula": "C4H5BrS",
  "method": "ωB97M-V/def2-TZVPD",
  "species": ["C", "C", "C", "C", "S", "Br", "H", "H", "H", "H", "H"],
  "xyz": [[0.436, 0.647, 0.035], [1.533, 1.110, -0.194], [-1.060, -1.272, -0.297], [-0.845, 0.095, 0.305], [2.911, 1.929, 0.209], [-2.319, 1.346, -0.225], [-1.904, -1.720, 0.326], [-0.163, -1.917, -0.283], [-1.467, -1.106, -1.293], [-0.919, -0.029, 1.359], [3.798, 0.918, 0.057]],
  "nbo_charge": [0.1712, -0.3718, -0.6102, -0.3864, 0.3829, -0.1609, 0.2177, 0.2237, 0.2247, 0.2620, 0.0472],
  "homo_lumo_gap_ev": [5.13, 6.44],
  "spin_multiplicity": 3,
  "s_squared": 2.013
}



# 2
{
  "formula": "C38H33AsBrClIN2O4PPb",
  "method": "ωB97M-V/def2-TZVPD",
  "species": ["Pb", "Cl", "C", "C", "C", "I", "C", "O", "C", "N", "C", "C", "C", "C", "H", "H", "H", "H", "O", "N", "C", "C", "C", "C", "C", "C", "C", "P", "C", "C", "C", "C", "C", "C", "C", "C", "C", "C", "C", "C", "H", "H", "H", "H", "H", "H", "H", "H", "H", "H", "H", "H", "H", "H", "H", "H", "Br", "C", "C", "C", "C", "C", "C", "C", "O", "O", "H", "H", "H", "H", "C", "As", "C", "C", "H", "H", "H", "H", "H", "H", "H", "H", "H"],
  "xyz": [[1.012, 0.197, 0.869], [-0.817, 4.038, 6.763], [-0.362, 3.520, 5.163], [-0.459, 4.393, 4.119], [-0.097, 4.003, 2.819], [-0.263, 5.384, 1.271], [0.387, 2.732, 2.515], [0.761, 2.381, 1.313], [0.461, 1.825, 3.633], [0.906, 0.572, 3.363], [0.996, -0.321, 4.319], [0.659, -0.030, 5.651], [0.214, 1.224, 5.957], [0.098, 2.204, 4.947], [-0.818, 5.398, 4.299], [1.344, -1.311, 4.035], [0.747, -0.797, 6.408], [-0.054, 1.482, 6.973], [0.400, -4.056, -0.823], [0.516, -3.033, -1.729], [1.179, -3.264, -2.780], [1.358, -2.258, -3.848], [1.819, -2.779, -5.056], [2.026, -1.979, -6.164], [1.786, -0.622, -6.067], [1.345, -0.078, -4.871], [1.112, -0.861, -3.740], [0.445, -0.059, -2.208], [0.784, 1.718, -2.485], [-0.179, 2.700, -2.258], [0.174, 4.043, -2.302], [1.488, 4.421, -2.536], [2.463, 3.448, -2.721], [2.116, 2.106, -2.685], [-1.356, -0.215, -2.564], [-1.912, 0.429, -3.668], [-3.273, 0.342, -3.924], [-4.090, -0.404, -3.084], [-3.543, -1.061, -1.992], [-2.182, -0.966, -1.730], [0.881, -4.829, -1.158], [1.611, -4.254, -2.950], [2.007, -3.846, -5.122], [2.366, -2.412, -7.096], [1.941, 0.020, -6.925], [1.175, 0.988, -4.820], [-1.200, 2.416, -2.027], [-0.584, 4.797, -2.132], [1.756, 5.470, -2.553], [3.497, 3.735, -2.885], [2.881, 1.349, -2.821], [-1.280, 1.016, -4.326], [-3.698, 0.864, -4.774], [-5.155, -0.467, -3.278], [-4.178, -1.641, -1.332], [-1.767, -1.460, -0.863], [-7.054, 2.153, 0.649], [-5.643, 1.176, 1.462], [-5.922, 0.382, 2.564], [-4.890, -0.343, 3.147], [-3.605, -0.275, 2.629], [-3.344, 0.530, 1.527], [-4.367, 1.266, 0.940], [-1.963, 0.632, 0.933], [-1.715, 1.477, 0.080], [-1.099, -0.235, 1.372], [-6.927, 0.334, 2.960], [-5.100, -0.969, 4.007], [-2.792, -0.843, 3.064], [-4.141, 1.891, 0.086], [4.925, -4.487, 1.183], [3.528, -3.133, 0.935], [2.374, -3.778, 2.391], [4.433, -1.706, 1.934], [5.218, -4.563, 2.232], [5.803, -4.241, 0.585], [4.546, -5.452, 0.850], [2.845, -3.599, 3.360], [2.219, -4.850, 2.272], [1.399, -3.289, 2.359], [4.753, -2.062, 2.915], [3.770, -0.852, 2.070], [5.306, -1.371, 1.374]],
  "lowdin_charge": [1.3403, 0.6806, -0.6121, -0.1718, -0.6303, 0.9512, -0.4424, -0.3205, -0.1494, -0.0016, -0.1197, -0.0396, -0.0131, -0.1677, 0.0925, 0.1016, 0.1073, 0.0924, -0.0644, -0.0175, -0.1187, -0.1915, -0.0522, -0.0776, -0.0705, -0.0954, -0.2658, 1.0225, -0.4086, -0.0883, -0.0998, -0.0878, -0.0823, -0.1214, -0.3531, -0.0938, -0.0750, -0.0810, -0.0728, -0.1026, 0.0823, 0.1237, 0.1091, 0.1059, 0.1075, 0.0970, 0.0952, 0.0924, 0.1031, 0.1029, 0.1074, 0.1035, 0.1031, 0.1030, 0.1088, 0.0927, 0.7227, -0.6753, -0.1293, -0.0699, -0.0183, -0.1222, -0.0629, -0.6117, 0.0153, -0.2564, 0.0985, 0.1047, 0.1125, 0.1169, -0.3641, 1.0133, -0.3500, -0.3631, 0.0243, 0.0150, 0.0113, 0.0196, 0.0180, 0.0020, 0.0244, -0.0321, 0.0194],
  "homo_lumo_gap_ev": 7.42,
  "spin_multiplicity": 1
}



# 3
{
  "formula": "C17H18FeN3O7",
  "method": "ωB97M-V/def2-TZVPD",
  "species": ["Fe", "C", "C", "N", "C", "C", "N", "C", "O", "O", "C", "O", "O", "H", "H", "H", "H", "H", "N", "C", "O", "C", "C", "H", "H", "H", "H", "H", "H", "C", "C", "O", "C", "C", "C", "C", "C", "C", "O", "H", "H", "H", "H", "H", "H", "H"],
  "xyz": [[-0.111, -0.005, 0.138], [-0.438, 1.209, 4.014], [-0.973, 1.928, 2.827], [-0.864, 1.573, 1.554], [-1.489, 2.552, 0.828], [-1.984, 3.507, 1.652], [-1.649, 3.093, 2.914], [-2.737, 4.771, 1.461], [-3.005, 5.107, 0.220], [-3.061, 5.414, 2.433], [-1.493, 2.431, -0.642], [-2.018, 3.320, -1.319], [-0.919, 1.376, -1.058], [0.294, 0.482, 3.683], [-1.234, 0.696, 4.556], [0.046, 1.904, 4.700], [-1.893, 3.618, 3.741], [-2.650, 4.423, -0.431], [2.739, -1.723, 2.644], [1.618, -1.319, 2.031], [1.482, -0.156, 1.641], [0.501, -2.302, 1.824], [-0.790, -1.561, 1.651], [3.515, -1.084, 2.710], [2.862, -2.678, 2.927], [0.482, -3.027, 2.650], [0.734, -2.866, 0.914], [-1.138, -0.985, 2.501], [-1.565, -2.089, 1.113], [3.093, -0.085, -2.776], [1.830, -0.558, -2.104], [1.620, -0.131, -0.955], [0.929, -1.457, -2.779], [1.249, -1.940, -4.070], [0.412, -2.774, -4.756], [-0.806, -3.150, -4.154], [-1.146, -2.707, -2.907], [-0.290, -1.850, -2.169], [-0.657, -1.491, -0.979], [3.593, 0.617, -2.116], [2.860, 0.406, -3.721], [3.759, -0.922, -2.989], [2.185, -1.645, -4.527], [0.673, -3.132, -5.741], [-1.487, -3.801, -4.690], [-2.081, -2.988, -2.441]],
  "nbo_charge": [1.7767, -0.6657, 0.4162, -0.5622, -0.0040, 0.0026, -0.4765, 0.7671, -0.6617, -0.6075, 0.7912, -0.6590, -0.7966, 0.2497, 0.2365, 0.2330, 0.4455, 0.5105, -0.7894, 0.7060, -0.6816, -0.5601, -0.6343, 0.4115, 0.4052, 0.2129, 0.2523, 0.1782, 0.2200, -0.7076, 0.6063, -0.6957, -0.2672, -0.1391, -0.2832, -0.1453, -0.2856, 0.4274, -0.8002, 0.2399, 0.2414, 0.2333, 0.2073, 0.2154, 0.2131, 0.2230],
  "homo_lumo_gap_ev": [8.04, 7.89],
  "spin_multiplicity": 6,
  "s_squared": 8.762,
  "de_lowest_kj_mol": 0.0
}



# 4
{
  "formula": "C3H7N2S",
  "method": "ωB97M-V/def2-TZVPD",
  "species": ["C", "C", "C", "N", "N", "S", "H", "H", "H", "H", "H", "H", "H"],
  "xyz": [[1.917, -0.536, 0.010], [-0.095, 0.864, -0.095], [-1.830, -1.161, 0.438], [0.997, 0.264, -0.170], [0.335, 2.610, 0.319], [-1.798, 0.633, -0.144], [2.007, -1.138, 0.893], [2.532, -0.717, -0.829], [-1.023, -1.528, -0.188], [-2.859, -1.408, 0.157], [-1.701, -1.000, 1.434], [0.987, 2.904, -0.326], [-0.493, 3.154, 0.061]],
  "nbo_charge": [0.1133, 0.2932, -0.6432, -0.3607, -0.7172, 0.4154, 0.2267, 0.2235, 0.2308, 0.2618, 0.2329, 0.3545, 0.3690],
  "homo_lumo_gap_ev": 9.13,
  "charge": 1,
  "spin_multiplicity": 1,
  "de_lowest_kj_mol": 392.0
}



# 5
{
  "formula": "C4H10NO",
  "method": "ωB97M-V/def2-TZVPD",
  "species": ["C", "C", "C", "C", "O", "N", "H", "H", "H", "H", "H", "H", "H", "H", "H", "H"],
  "xyz": [[1.315, -0.296, 1.258], [0.128, 0.133, 0.429], [-0.827, -0.901, -0.178], [-2.028, -0.174, -0.779], [-2.306, 0.962, -0.495], [0.753, 0.983, -0.812], [2.321, -0.552, 0.934], [0.940, -1.216, 1.743], [1.490, 0.457, 2.035], [-0.437, 0.917, 0.920], [-1.103, -1.392, 0.767], [-0.329, -1.579, -0.871], [-2.532, -0.698, -1.604], [1.723, 1.248, -0.721], [0.176, 1.789, -1.051], [0.717, 0.319, -1.576]],
  "nbo_charge": [-0.6867, 0.0205, -0.5635, 0.4334, -0.4996, -0.7062, 0.2557, 0.2508, 0.2498, 0.2521, 0.2846, 0.2418, 0.1508, 0.4402, 0.4511, 0.4252],
  "homo_lumo_gap_ev": 10.95,
  "charge": 1,
  "spin_multiplicity": 1,
  "smiles": "C[C@@H]([NH3+])CC=O",
  "de_lowest_kj_mol": 102.4
}



# 6
{
  "formula": "C5H13N",
  "method": "ωB97M-V/def2-TZVPD",
  "species": ["C", "C", "C", "C", "C", "N", "H", "H", "H", "H", "H", "H", "H", "H", "H", "H", "H", "H", "H"],
  "xyz": [[0.949, -1.406, 1.025], [-0.126, -0.424, 1.085], [-0.745, 0.011, -0.228], [-0.294, 1.421, -0.521], [-2.240, -0.214, -0.238], [2.128, 0.399, -0.934], [1.129, -2.015, 1.900], [1.157, -1.873, 0.070], [1.168, -0.232, 1.016], [-0.595, 0.018, 1.977], [-0.288, -0.623, -0.992], [-0.741, 1.885, -1.418], [-0.489, 2.130, 0.318], [1.095, 1.161, -0.729], [-2.732, 0.377, 0.537], [-2.723, 0.125, -1.193], [-2.537, -1.256, -0.089], [2.580, 0.542, -0.042], [2.815, 0.642, -1.552]],
  "nbo_charge": [-0.4133, 0.0128, -0.3075, -0.7940, -0.5878, -1.2549, 0.2449, 0.2871, 0.3487, 0.2496, 0.2185, 0.2022, 0.1689, 0.3532, 0.2043, 0.2354, 0.1955, 0.2959, 0.3406],
  "homo_lumo_gap_ev": 5.08,
  "spin_multiplicity": 1,
  "de_lowest_kj_mol": 688.9
}



# 7
{
  "formula": "C23H28N4O3",
  "method": "ωB97M-V/def2-TZVPD",
  "species": ["C", "H", "H", "H", "C", "C", "H", "H", "H", "C", "C", "N", "C", "O", "C", "N", "C", "O", "C", "H", "H", "C", "C", "C", "N", "C", "C", "C", "C", "C", "C", "H", "H", "H", "H", "H", "H", "H", "C", "H", "H", "H", "H", "C", "O", "N", "C", "C", "C", "H", "H", "H", "H", "H", "H", "H", "H", "H"],
  "xyz": [[-1.218, -5.276, -0.185], [-0.156, -5.041, -0.186], [-1.326, -6.355, -0.093], [-1.633, -4.964, -1.139], [-1.941, -4.572, 0.960], [-3.384, -5.063, 1.049], [-3.908, -4.576, 1.869], [-3.912, -4.841, 0.125], [-3.413, -6.137, 1.213], [-1.934, -3.050, 0.783], [-0.526, -2.470, 0.748], [-0.474, -1.093, 1.232], [-1.390, -0.104, 1.028], [-2.472, -0.175, 0.507], [-0.763, 1.171, 1.604], [0.499, 0.696, 2.136], [0.707, -0.595, 1.804], [1.711, -1.251, 1.975], [1.579, 1.635, 2.344], [2.410, 1.087, 2.791], [1.229, 2.395, 3.047], [1.998, 2.289, 1.018], [0.778, 2.639, 0.229], [-0.459, 2.122, 0.491], [-1.380, 2.587, -0.407], [-0.737, 3.408, -1.292], [-1.226, 4.111, -2.385], [-0.336, 4.885, -3.098], [1.012, 4.964, -2.736], [1.506, 4.271, -1.655], [0.629, 3.478, -0.916], [2.549, 4.335, -1.381], [1.675, 5.583, -3.323], [-0.683, 5.442, -3.955], [-2.267, 4.048, -2.665], [-2.325, 2.248, -0.480], [2.602, 3.176, 1.218], [2.614, 1.589, 0.443], [-1.670, 1.780, 2.677], [-1.284, 2.745, 2.996], [-1.727, 1.115, 3.536], [-2.667, 1.913, 2.267], [0.144, -3.037, 1.405], [0.064, -2.440, -0.682], [-0.617, -2.446, -1.683], [1.409, -2.358, -0.675], [2.177, -2.156, -1.860], [3.580, -2.675, -1.918], [3.328, -1.196, -1.824], [3.512, -0.578, -2.689], [3.546, -0.712, -0.884], [3.938, -3.081, -2.851], [3.969, -3.174, -1.044], [1.550, -2.206, -2.741], [1.895, -2.272, 0.210], [-2.438, -2.784, -0.148], [-2.486, -2.595, 1.608], [-1.432, -4.816, 1.901]],
  "nbo_charge": [-0.6118, 0.2018, 0.2076, 0.2200, -0.2082, -0.5982, 0.2049, 0.2059, 0.2067, -0.4007, -0.1343, -0.4659, 0.7163, -0.5776, 0.0107, -0.4228, 0.8203, -0.6524, -0.2070, 0.2374, 0.2031, -0.4182, -0.1111, 0.1540, -0.5204, 0.1264, -0.2241, -0.2147, -0.2337, -0.2166, -0.0219, 0.2106, 0.2113, 0.2128, 0.2138, 0.4317, 0.2208, 0.2143, -0.6024, 0.2217, 0.2225, 0.2322, 0.2353, 0.6788, -0.6206, -0.6199, -0.0636, -0.4264, -0.4309, 0.2209, 0.2122, 0.2197, 0.2145, 0.2440, 0.4260, 0.2456, 0.2135, 0.1862],
  "homo_lumo_gap_ev": 8.69,
  "spin_multiplicity": 1,
  "smiles": "CC(C)C[C@@H](C(=O)NC1CC1)N1C(=O)N2CCc3c([nH]c4ccccc34)[C@@]2(C)C1=O",
  "de_lowest_kj_mol": 55.7
}



# 8
{
  "formula": "C5H10OS2",
  "method": "ωB97M-V/def2-TZVPD",
  "species": ["C", "C", "C", "C", "C", "O", "S", "S", "H", "H", "H", "H", "H", "H", "H", "H", "H", "H"],
  "xyz": [[1.598, 3.743, -2.862], [1.078, 1.671, 0.795], [-1.387, -2.161, 1.534], [-0.445, -1.632, 0.437], [-0.387, -0.209, -0.187], [2.848, 3.958, -3.228], [1.165, 2.548, -1.882], [-0.396, 0.972, 1.162], [0.872, 4.262, -3.387], [1.394, 2.292, 1.590], [-0.995, -2.981, 2.144], [-1.615, -1.315, 2.287], [-2.383, -2.496, 1.078], [-0.578, -2.439, -0.398], [0.542, -1.916, 0.952], [0.495, -0.030, -0.645], [-1.134, -0.239, -0.897], [3.539, 3.629, -2.644]],
  "nbo_charge": [0.0379, -0.4692, -0.6130, -0.4169, -0.5488, -0.6615, -0.0625, 0.4193, 0.1769, 0.1333, 0.2210, 0.2034, 0.2009, 0.2062, 0.2040, 0.2458, 0.2200, 0.5032],
  "homo_lumo_gap_ev": 8.00,
  "spin_multiplicity": 1,
  "de_lowest_kj_mol": 434.5
}